(1)
This record from OMol25 describes C58H62AsFN7O4Pb as an isolated structure. The level of theory is the ωB97M-V functional and the def2-TZVPD basis.

Summary:
Net charge ... +1
ΔE to the lowest compared entry with this formula, charge and spin ... 0.0 kcal/mol

Each line ends with the Löwdin charge.
Atoms and positions in Å:
Pb: -0.6299 0.0865 -0.1814  1.5619
C: 2.3023 0.8938 2.5910  -0.0965
C: 2.9372 -0.1872 1.9930  -0.0750
C: 3.5611 -0.0347 0.7601  -0.0856
C: 3.5477 1.2006 0.1246  -0.0973
C: 2.9107 2.2822 0.7220  -0.1013
C: 2.2895 2.1279 1.9550  -0.0890
H: 1.8191 0.7779 3.5517  0.0884
H: 2.9566 -1.1509 2.4903  0.1061
H: 4.0651 -0.8765 0.2984  0.0917
H: 4.0472 1.3220 -0.8303  0.1015
H: 2.9096 3.2503 0.2331  0.1038
H: 1.8061 2.9738 2.4254  0.0911
C: -0.6340 -4.4540 -2.4536  -0.0306
N: -1.6556 -4.1665 -1.4708  -0.1303
C: -2.4996 -5.3064 -1.1408  -0.0398
C: -1.6135 -3.0537 -0.6794  -0.4025
N: -0.5390 -2.3378 -0.4456  0.0046
C: 0.7346 -2.9663 -0.4042  -0.2270
C: 0.8280 -4.0727 0.4150  -0.0355
C: 2.0067 -4.8159 0.5625  -0.0684
C: 3.1266 -4.4166 -0.0977  -0.0389
C: 3.1125 -3.2540 -0.9068  -0.1627
C: 4.3298 -2.8814 -1.5244  -0.0511
C: 4.4000 -1.7639 -2.2985  -0.0713
C: 3.2486 -0.9892 -2.4837  -0.0639
C: 2.0219 -1.3165 -1.9377  -0.2331
N: 0.9617 -0.4045 -2.1436  0.0307
C: 0.7968 0.1838 -3.3026  -0.3881
N: 0.2538 1.4354 -3.3451  -0.1338
C: -0.6068 1.8892 -4.4265  -0.0420
C: 0.3673 2.3581 -2.2263  -0.0693
N: 1.0932 -0.3510 -4.5301  -0.1369
C: 1.6817 0.4674 -5.5816  -0.0448
C: 1.2745 -1.7719 -4.7336  -0.0362
C: 1.9149 -2.4820 -1.0867  -0.0359
N: -2.8134 -2.6712 -0.1689  -0.1372
C: -2.8853 -1.8444 1.0215  -0.0679
C: -4.0336 -2.7231 -0.9634  -0.0323
H: -1.1080 -4.8814 -3.3393  0.1012
H: 0.1134 -5.1586 -2.0777  0.1006
H: -0.1321 -3.5371 -2.7293  0.0612
H: -1.8680 -6.1709 -0.9147  0.0959
H: -3.1502 -5.5681 -1.9779  0.0945
H: -3.1116 -5.0889 -0.2711  0.0883
H: -0.0580 -4.3686 0.9672  0.1200
H: 2.0163 -5.6913 1.2013  0.1091
H: 4.0548 -4.9689 -0.0079  0.1148
H: 5.2062 -3.4947 -1.3499  0.1156
H: 5.3350 -1.4547 -2.7500  0.1131
H: 3.3189 -0.0737 -3.0603  0.1205
H: -0.7731 1.0850 -5.1392  0.0860
H: -0.1711 2.7479 -4.9454  0.0964
H: -1.5726 2.1966 -4.0147  0.0912
H: 1.1184 2.0031 -1.5237  0.0514
H: -0.5877 2.4864 -1.7020  0.0684
H: 0.6707 3.3376 -2.6022  0.1014
H: 1.7250 1.5100 -5.2803  0.0862
H: 1.1110 0.3882 -6.5108  0.0963
H: 2.7030 0.1256 -5.7795  0.0960
H: 0.7969 -2.3188 -3.9337  0.0634
H: 2.3326 -2.0477 -4.7544  0.0967
H: 0.8151 -2.0566 -5.6819  0.0955
H: -2.0031 -2.0005 1.6371  0.0753
H: -3.7675 -2.1358 1.5957  0.1026
H: -2.9725 -0.7766 0.7848  0.0414
H: -3.8205 -3.1258 -1.9513  0.0925
H: -4.4291 -1.7092 -1.0793  0.0930
H: -4.7965 -3.3388 -0.4788  0.0959
C: -6.7303 2.9978 -4.4589  -0.0400
C: -6.1404 1.7407 -5.0717  -0.3010
C: -5.6953 1.9516 -6.5114  -0.1399
C: -5.3325 0.6072 -7.1259  -0.1239
C: -4.3498 -0.1322 -6.2488  -0.1235
C: -3.5683 -1.1386 -6.7713  0.0586
C: -2.6477 -1.7991 -5.9655  -0.2559
F: -1.9104 -2.7842 -6.5089  0.0682
C: -2.4614 -1.4605 -4.6576  0.0611
C: -3.2313 -0.4304 -4.1074  -0.0549
C: -2.9594 -0.0153 -2.7224  -0.3133
O: -2.0621 -0.6150 -2.0842  -0.1213
C: -3.7746 1.0402 -2.2334  -0.0326
C: -4.7486 1.5643 -3.0396  0.0368
N: -4.9859 1.2059 -4.3075  0.0376
C: -4.1998 0.2127 -4.8884  -0.0717
C: -3.7155 1.6118 -0.8226  -0.6109
O: -4.6760 2.3001 -0.4748  0.0257
O: -2.6738 1.3531 -0.1277  -0.2186
H: -7.5441 3.3329 -5.0995  0.0911
H: -5.9887 3.7979 -4.3986  0.1008
H: -7.1461 2.8227 -3.4672  0.0865
H: -6.9074 0.9590 -5.0687  0.1612
H: -4.8327 2.6252 -6.5216  0.1356
H: -6.4963 2.4261 -7.0771  0.1250
H: -4.9143 0.7304 -8.1252  0.1244
H: -6.2406 0.0052 -7.2341  0.1312
H: -3.6624 -1.4179 -7.8147  0.1380
H: -1.7296 -1.9569 -4.0348  0.1184
H: -5.3800 2.3219 -2.6012  0.1260
O: -0.7934 0.4836 2.3724  -0.6195
As: -1.6303 0.6906 3.7918  1.2132
C: -0.4507 1.5789 5.0244  -0.3062
C: 0.0377 2.8323 4.6582  -0.1316
C: 0.9907 3.4568 5.4463  -0.0704
C: 1.4648 2.8254 6.5903  -0.0672
C: 0.9801 1.5767 6.9523  -0.0681
C: 0.0166 0.9512 6.1722  -0.0847
C: -2.0113 -1.0449 4.5303  -0.3146
C: -0.9948 -1.9931 4.4255  -0.1109
C: -1.2117 -3.2869 4.8723  -0.0718
C: -2.4459 -3.6348 5.4128  -0.0725
C: -3.4565 -2.6889 5.5162  -0.0709
C: -3.2410 -1.3879 5.0783  -0.0853
C: -3.2675 1.6825 3.6859  -0.2894
C: -3.3621 2.9498 4.2519  -0.0837
C: -4.5443 3.6643 4.1312  -0.0663
C: -5.6250 3.1123 3.4587  -0.0618
C: -5.5322 1.8421 2.9064  -0.0638
C: -4.3533 1.1263 3.0169  -0.1017
H: -0.3168 3.2998 3.7478  0.1103
H: 1.3735 4.4306 5.1667  0.1112
H: 2.2138 3.3114 7.2032  0.1093
H: 1.3547 1.0872 7.8426  0.1092
H: -0.3692 -0.0194 6.4579  0.1003
H: -0.0498 -1.7131 3.9739  0.1066
H: -0.4225 -4.0254 4.7961  0.1074
H: -2.6165 -4.6457 5.7631  0.1078
H: -4.4152 -2.9625 5.9398  0.1088
H: -4.0250 -0.6461 5.1680  0.1032
H: -2.5313 3.3692 4.8024  0.0910
H: -4.6228 4.6527 4.5667  0.1090
H: -6.5434 3.6768 3.3566  0.1097
H: -6.3704 1.4215 2.3678  0.1117
H: -4.2760 0.1414 2.5737  0.0932

=====

(2)
This record from OMol25 describes C58H62BIrN8O4P2S3Te as an isolated structure. The level of theory is the ωB97M-V functional and the def2-TZVPD basis.

Summary:
Net charge ... +1
Multiplicity ... 2
ΔE to the lowest compared entry with this formula, charge and spin ... 0.0 kcal/mol
<S²> ... 0.759

Each line ends with the Löwdin charge.
Atoms and positions in Å:
Ir: -0.1375 0.0110 0.6439  0.6234
C: 4.4252 -4.5226 1.5510  -0.0438
C: 3.5829 -3.2571 1.6912  -0.5249
C: 4.2766 -2.3317 2.6864  -0.0242
C: 2.1703 -3.6489 2.1101  -0.0205
N: 3.4853 -2.5709 0.3681  0.0208
C: 3.9511 -3.1213 -0.8015  -0.0074
C: 3.6790 -2.2463 -1.7930  -0.0227
N: 3.0659 -1.1566 -1.2389  0.0288
B: 2.6065 -0.0305 -2.2595  -0.5590
N: 1.3810 -0.7068 -2.9568  0.0559
C: 1.3116 -0.7778 -4.3297  -0.0528
C: 0.3443 -1.6553 -4.6568  -0.0164
N: -0.2038 -2.1344 -3.4783  0.0121
C: 0.4117 -1.4941 -2.4543  -0.5644
S: 0.0751 -1.8623 -0.7800  0.7144
C: -1.2135 -3.2457 -3.4253  -0.5257
C: -2.4902 -2.8270 -2.6918  -0.0421
C: -1.5863 -3.6261 -4.8567  -0.0496
C: -0.5543 -4.4589 -2.7633  -0.0356
N: 2.5104 1.3535 -1.6191  0.0146
C: 3.5439 1.7939 -0.8119  -0.1091
C: 3.3516 3.0950 -0.5562  -0.0530
N: 2.1901 3.4849 -1.2055  -0.0012
C: 1.7182 2.4238 -1.9375  -0.6806
S: 0.6091 2.4445 -3.1994  0.7302
C: 1.7380 4.9066 -1.1452  -0.5391
C: 0.2660 5.0901 -1.5118  -0.0697
C: 1.9208 5.3787 0.3004  -0.0416
C: 2.6235 5.7191 -2.0884  -0.0194
C: 2.9233 -1.3687 0.0723  -0.6057
S: 2.1168 -0.2392 1.1583  0.6893
H: 4.5351 -4.9550 2.5444  0.0981
H: 5.4248 -4.3097 1.1708  0.0956
H: 3.9473 -5.2702 0.9174  0.0902
H: 4.3926 -2.8513 3.6379  0.0957
H: 3.7072 -1.4258 2.8614  0.0252
H: 5.2680 -2.0618 2.3184  0.1004
H: 2.1856 -4.1039 3.1005  0.0986
H: 1.7533 -4.3642 1.3990  0.0970
H: 1.5251 -2.7762 2.1410  0.0251
H: 4.4368 -4.0763 -0.8447  0.1207
H: 3.8863 -2.3007 -2.8464  0.1354
H: 3.4880 0.0140 -3.0797  0.1322
H: 1.9711 -0.2023 -4.9509  0.1268
H: 0.0279 -1.9876 -5.6251  0.1162
H: -2.8132 -1.8397 -3.0121  0.0798
H: -2.3522 -2.8078 -1.6133  0.0440
H: -3.2714 -3.5501 -2.9309  0.0915
H: -2.0660 -2.7996 -5.3819  0.0986
H: -2.2984 -4.4480 -4.8058  0.0933
H: -0.7269 -3.9714 -5.4314  0.0882
H: -0.3114 -4.2674 -1.7210  0.0358
H: 0.3591 -4.7368 -3.2919  0.0940
H: -1.2425 -5.3046 -2.8026  0.0938
H: 4.3467 1.1479 -0.5053  0.1197
H: 3.9402 3.7689 0.0358  0.1172
H: -0.3766 4.4263 -0.9283  0.0808
H: 0.0759 4.9088 -2.5615  0.0308
H: 0.0026 6.1233 -1.2753  0.0884
H: 1.4719 4.6609 0.9846  0.0656
H: 1.4203 6.3376 0.4288  0.0884
H: 2.9678 5.5163 0.5704  0.0777
H: 2.4983 5.3651 -3.1124  0.0902
H: 3.6764 5.6304 -1.8169  0.0841
H: 2.3453 6.7728 -2.0481  0.0929
Te: -0.5873 1.7428 5.1692  1.3910
C: -2.6123 2.2181 5.5525  -0.5460
C: -3.1610 3.4226 5.1336  -0.1257
C: -4.5162 3.6397 5.3544  -0.1314
N: -5.3158 2.7560 5.9431  0.0782
C: -4.7734 1.6138 6.3543  -0.1422
C: -3.4317 1.2953 6.1872  -0.1341
C: -1.1126 0.7286 3.4279  -0.8310
P: -1.6953 1.3542 1.8767  0.8646
C: -3.3060 0.5145 1.7054  -0.3410
C: -3.5733 -0.4254 0.7124  -0.0886
C: -4.8078 -1.0558 0.6700  -0.0502
C: -5.7835 -0.7474 1.6065  -0.0581
C: -5.5163 0.1736 2.6106  -0.0538
C: -4.2798 0.7952 2.6664  -0.0931
C: -1.9868 3.1246 1.9821  -0.3408
C: -3.2334 3.7202 1.8042  -0.0901
C: -3.3654 5.0952 1.9215  -0.0580
C: -2.2593 5.8807 2.2127  -0.0543
C: -1.0121 5.2937 2.3776  -0.0735
C: -0.8752 3.9216 2.2503  -0.1349
P: -0.3866 -0.7817 2.8170  0.7628
C: -1.6194 -2.1114 2.8544  -0.3618
C: -2.6405 -2.0637 3.8018  -0.0864
C: -3.6094 -3.0532 3.8267  -0.0581
C: -3.5581 -4.0974 2.9132  -0.0609
C: -2.5340 -4.1559 1.9793  -0.0569
C: -1.5668 -3.1624 1.9457  -0.1039
C: 0.8131 -1.1933 4.1135  -0.4084
C: 0.6019 -2.2946 4.9368  -0.0744
C: 1.4421 -2.5246 6.0183  -0.0548
C: 2.4973 -1.6646 6.2776  -0.0582
C: 2.7143 -0.5651 5.4571  -0.0747
C: 1.8752 -0.3285 4.3823  -0.2237
H: -2.5611 4.1746 4.6368  0.0870
H: -4.9786 4.5676 5.0363  0.1135
H: -5.4431 0.9149 6.8431  0.1115
H: -3.0443 0.3494 6.5434  0.0930
H: -2.8219 -0.6826 -0.0237  0.0756
H: -5.0068 -1.7862 -0.1036  0.1131
H: -6.7521 -1.2274 1.5580  0.1117
H: -6.2661 0.4048 3.3563  0.1120
H: -4.0683 1.4892 3.4714  0.0840
H: -4.1085 3.1232 1.5992  0.0998
H: -4.3365 5.5524 1.7845  0.1168
H: -2.3689 6.9533 2.3039  0.1146
H: -0.1469 5.9032 2.6007  0.1106
H: 0.1014 3.4636 2.3588  0.0908
H: -2.6887 -1.2397 4.5054  0.0993
H: -4.4097 -3.0045 4.5534  0.1131
H: -4.3231 -4.8625 2.9262  0.1113
H: -2.4926 -4.9701 1.2673  0.1113
H: -0.7800 -3.2075 1.2073  0.0336
H: -0.2137 -2.9771 4.7406  0.1083
H: 1.2656 -3.3781 6.6594  0.1129
H: 3.1466 -1.8448 7.1243  0.1131
H: 3.5354 0.1104 5.6576  0.1176
H: 2.0432 0.5424 3.7593  0.0727
O: -1.6432 0.0257 -2.4981  0.0436
C: -1.8690 0.9866 -1.8133  -0.5979
O: -1.3400 1.2190 -0.6104  -0.3090
C: -2.8277 2.0465 -2.2728  -0.1215
C: -2.7779 2.4617 -3.6003  -0.0134
C: -3.6115 3.4757 -4.0405  0.0270
C: -4.4940 4.0405 -3.1371  -0.1369
C: -4.5922 3.6180 -1.8262  0.0177
C: -3.7421 2.6127 -1.4007  -0.0004
N: -5.3689 5.1420 -3.5876  -0.3508
O: -5.4020 5.3820 -4.7760  0.0878
O: -5.9972 5.7396 -2.7351  0.0752
H: -2.0731 1.9946 -4.2707  0.1035
H: -3.5837 3.8348 -5.0582  0.1246
H: -5.3182 4.0743 -1.1695  0.1194
H: -3.8028 2.2459 -0.3924  0.0832

=====

(3)
This record from OMol25 describes C58H62BiGe2N3O6S5 as an isolated structure. The level of theory is the ωB97M-V functional and the def2-TZVPD basis.

Summary:
Net charge ... -2
ΔE to the lowest compared entry with this formula, charge and spin ... 6.9 kcal/mol

Each line ends with the Löwdin charge.
Atoms and positions in Å:
Bi: -0.0052 -0.1435 0.6804  1.3906
N: -1.7158 1.9363 -0.2522  -0.0508
C: -2.9564 1.2315 0.0927  -0.2062
C: -2.9663 -0.1316 -0.6008  -0.5737
O: -3.9040 -0.4262 -1.3468  -0.0060
N: -1.9009 -0.8875 -0.3169  -0.1959
C: -1.6291 -2.0528 -1.1320  -0.1547
C: -0.3279 -1.8481 -1.9161  -0.6609
O: -0.0657 -2.5559 -2.8784  0.0145
O: 0.4364 -0.9077 -1.4556  -0.3123
H: -1.6667 2.8634 0.1519  0.0627
H: -1.6209 2.0229 -1.2579  0.0868
H: -3.8679 1.7596 -0.1935  0.1093
H: -2.9644 1.0697 1.1749  0.0777
H: -2.4439 -2.2499 -1.8259  0.1149
H: -1.4899 -2.9373 -0.4994  0.1205
C: 2.6383 -4.9544 -2.8349  -0.0481
C: 3.4183 -4.4236 -1.6645  -0.2658
C: 4.1094 -3.2235 -1.7590  -0.0178
C: 4.7366 -2.6547 -0.6602  -0.2542
C: 5.3710 -1.2944 -0.7962  -0.0329
C: 4.6798 -3.3137 0.5723  -0.2147
C: 4.0242 -4.5424 0.6830  -0.2461
C: 3.9042 -5.2589 2.0032  -0.0335
C: 3.4052 -5.0774 -0.4399  -0.0240
C: 5.3593 -2.7018 1.7539  -0.2155
C: 6.7483 -2.8036 1.7432  -0.0369
C: 7.5130 -2.2847 2.7695  -0.0640
C: 6.8767 -1.6688 3.8275  -0.0407
C: 5.4869 -1.5494 3.8708  -0.2171
C: 4.6983 -2.0531 2.8222  -0.1808
Ge: 2.7241 -1.7984 2.7778  0.0390
S: 1.8785 -2.0128 0.7866  0.2296
S: 1.9370 0.1611 3.5577  0.2777
Ge: 0.2536 -1.1852 4.2505  0.0321
S: -1.2855 -1.3739 2.7198  0.1042
S: 1.5962 -2.9976 4.3259  0.2972
C: -0.6919 -0.7068 5.9291  -0.1889
C: -1.1594 -1.6911 6.8108  -0.2187
C: -2.0129 -1.3443 7.8566  -0.0439
C: -2.4071 -0.0326 8.0462  -0.0709
C: -1.9461 0.9468 7.1822  -0.0363
C: -1.1000 0.6274 6.1259  -0.2178
C: -0.6496 1.7250 5.2133  -0.1707
C: 0.5743 2.3618 5.4198  -0.2561
C: 1.4624 2.0200 6.5855  -0.0317
C: 1.0029 3.3280 4.5085  -0.0211
C: 0.2454 3.6742 3.4028  -0.2409
C: 0.7737 4.6223 2.3604  -0.0267
C: -1.0168 3.0923 3.2708  -0.0122
C: -1.4841 2.1381 4.1613  -0.2187
C: -2.8804 1.5914 4.0342  -0.0543
C: -0.7715 -3.1291 6.6923  -0.1758
C: 0.3861 -3.5761 7.3273  -0.2503
C: 1.2815 -2.6171 8.0581  -0.0310
C: 0.7501 -4.9142 7.2093  -0.0322
C: -0.0076 -5.8076 6.4696  -0.2778
C: 0.4223 -7.2399 6.2983  -0.0573
C: -1.1710 -5.3457 5.8634  -0.0132
C: -1.5711 -4.0212 5.9674  -0.2103
C: -2.8325 -3.5505 5.2961  -0.0347
C: 4.9922 -0.8815 5.1159  -0.1499
C: 5.0142 0.5096 5.2229  -0.2250
C: 5.2908 1.4075 4.0489  -0.0266
C: 4.7552 1.0953 6.4609  -0.0350
C: 4.4713 0.3372 7.5828  -0.2779
C: 4.1541 0.9858 8.9034  -0.0534
C: 4.4720 -1.0483 7.4574  -0.0250
C: 4.7318 -1.6714 6.2459  -0.2088
C: 4.7559 -3.1746 6.1652  -0.0398
H: 3.0181 -4.5528 -3.7747  0.0734
H: 1.5936 -4.6446 -2.7595  0.0727
H: 2.6796 -6.0448 -2.8793  0.0701
H: 4.0986 -2.6805 -2.6983  0.1193
H: 4.9003 -0.7376 -1.6071  0.0765
H: 6.4391 -1.3666 -1.0201  0.0812
H: 5.2733 -0.7034 0.1155  0.0765
H: 4.7653 -5.0818 2.6486  0.0780
H: 3.8045 -6.3340 1.8451  0.0755
H: 3.0121 -4.9274 2.5442  0.0515
H: 2.8655 -6.0150 -0.3441  0.1167
H: 7.2189 -3.2996 0.9025  0.1212
H: 8.5934 -2.3595 2.7453  0.1001
H: 7.4519 -1.2581 4.6494  0.1242
H: -2.3615 -2.1254 8.5232  0.1188
H: -3.0710 0.2260 8.8626  0.0971
H: -2.2404 1.9811 7.3187  0.1204
H: 0.9775 1.3502 7.2946  0.0763
H: 1.7531 2.9301 7.1159  0.0894
H: 2.3734 1.5315 6.2374  0.0465
H: 1.9736 3.7936 4.6513  0.1276
H: 1.6408 5.1796 2.7133  0.0696
H: 0.0099 5.3384 2.0490  0.0893
H: 1.0975 4.0684 1.4734  0.0715
H: -1.6591 3.3999 2.4510  0.1049
H: -3.3243 1.8732 3.0792  0.0587
H: -3.5213 1.9883 4.8269  0.0812
H: -2.8903 0.5039 4.1033  0.0397
H: 0.7154 -1.8535 8.5924  0.0800
H: 1.9314 -2.1019 7.3450  0.0657
H: 1.9166 -3.1458 8.7706  0.0776
H: 1.6666 -5.2538 7.6822  0.1119
H: 1.3522 -7.4372 6.8320  0.0679
H: 0.5851 -7.4699 5.2436  0.0799
H: -0.3370 -7.9308 6.6718  0.0735
H: -1.7751 -6.0316 5.2776  0.1162
H: -3.3351 -4.3798 4.7984  0.0763
H: -2.6197 -2.7879 4.5432  0.0133
H: -3.5230 -3.1082 6.0177  0.0809
H: 5.6987 0.8686 3.1948  0.0800
H: 5.9884 2.2028 4.3159  0.0909
H: 4.3650 1.8852 3.7228  0.0494
H: 4.7679 2.1783 6.5361  0.1241
H: 4.1807 2.0724 8.8223  0.0726
H: 4.8668 0.6854 9.6751  0.0739
H: 3.1578 0.6992 9.2476  0.0754
H: 4.2679 -1.6617 8.3298  0.1108
H: 4.6593 -3.6116 7.1601  0.0735
H: 5.6838 -3.5344 5.7165  0.0799
H: 3.9302 -3.5421 5.5515  0.0262
N: 2.1819 1.1592 -0.7948  0.0306
C: 2.7175 2.3881 -0.3811  -0.3273
C: 3.2808 2.5207 0.8853  -0.0444
C: 3.6601 3.7716 1.3560  -0.0848
C: 3.4747 4.9078 0.5866  -0.2982
C: 2.9393 4.7739 -0.6885  -0.0669
C: 2.5730 3.5294 -1.1731  -0.0426
S: 3.8729 6.5357 1.2240  0.3898
O: 4.3672 6.2877 2.5734  -0.3826
O: 4.8740 7.0585 0.3024  -0.3772
O: 2.6038 7.2541 1.1771  -0.3764
H: 1.9719 1.0770 -1.7784  0.0836
H: 2.6380 0.3167 -0.4593  0.0171
H: 3.3852 1.6426 1.5146  0.0659
H: 4.0831 3.8928 2.3447  0.0990
H: 2.7996 5.6602 -1.2950  0.1140
H: 2.1358 3.4357 -2.1625  0.1018

=====

The following E_tot values (in Eh) correspond, in order, to the records above: -5460.025718; -5260.722693; -9222.940587.